Entry 1:
The following is a quantum chemistry calculation of C20H28N2SiTi as an isolated structure, from OMol25.

Cartesian coordinates (Å):
C1 0.52 -2.88 0.12
C2 1.64 -2.09 0.50
C3 1.65 -1.97 1.93
H1 2.38 -1.66 -0.18
C4 0.53 -2.72 2.44
C5 -0.17 -3.29 1.31
H2 -0.98 -4.02 1.37
H3 0.29 -3.21 -0.90
H4 2.39 -1.44 2.52
H5 0.34 -2.92 3.50
Ti1 -0.39 -1.08 1.24
C6 -0.83 1.72 1.24
H6 -0.24 1.80 2.16
H7 -1.79 1.23 1.42
H8 -1.05 2.74 0.89
Si1 0.30 1.07 -0.29
C7 -0.55 1.57 -1.90
C8 -0.20 0.83 -3.05
H9 0.60 0.09 -3.00
C9 -0.91 1.01 -4.25
H10 -0.64 0.40 -5.12
C10 -1.93 1.96 -4.32
H11 -2.45 2.12 -5.27
C11 -2.25 2.72 -3.19
H12 -3.05 3.47 -3.24
C12 -1.56 2.54 -1.98
H13 -1.81 3.13 -1.10
C13 2.09 1.62 -0.29
C14 2.74 1.86 -1.51
H14 2.14 2.06 -2.40
C15 4.14 1.80 -1.59
H15 4.61 1.89 -2.57
C16 4.91 1.62 -0.44
H16 6.00 1.62 -0.50
C17 4.27 1.44 0.80
H17 4.85 1.23 1.70
C18 2.87 1.51 0.88
H18 2.38 1.44 1.85
H19 0.78 0.15 1.16
H20 0.36 -0.34 -0.78
N1 -1.70 -1.06 2.91
C19 -2.87 -1.94 2.58
C20 -3.32 -1.71 1.15
N2 -2.17 -1.54 0.19
H21 -2.04 -0.13 3.17
H22 -1.23 -1.37 3.78
H23 -2.60 -2.98 2.76
H24 -3.68 -1.68 3.27
H25 -3.93 -2.56 0.82
H26 -3.97 -0.82 1.09
H27 -2.07 -2.39 -0.37
H28 -2.40 -0.83 -0.51

- LUMO level (spin up / spin down) (eV) = -2.694 / -2.698
- DFT total energy (eV) = -55161.0993
- orbital gap (spin up / spin down) (eV) = 8.1 / 8.6
- multiplicity = 2
- HOMO energy (spin up / spin down) (eV) = -10.79 / -11.34
- charge = +1
- ΔE to the lowest compared entry with this formula, charge and spin (kJ/mol) = 66.2
- <S²> = 0.7555


Entry 2:
The following is a quantum chemistry calculation of one molecule with the formula C12H21N7O3, from OMol25.

Cartesian coordinates (Å):
C1 -0.54 -0.28 -1.87
C2 -0.06 0.88 -0.93
C3 0.77 -0.76 -2.46
C4 0.80 -1.90 -3.41
C5 1.54 -3.04 -3.14
C6 0.61 -3.17 -5.13
C7 -1.89 0.31 0.89
C8 -2.54 1.09 2.02
C9 -1.19 -0.96 1.42
C10 -0.17 -0.65 2.64
C11 1.08 0.21 2.30
C12 1.58 2.61 2.68
H1 -2.39 0.18 -2.34
H2 -1.16 1.04 -3.38
H3 -1.13 -1.15 -1.41
H4 1.27 0.06 -2.97
H5 1.47 -1.07 -1.61
H6 2.01 -3.25 -2.22
H7 0.40 -3.54 -6.15
H8 2.06 -4.67 -4.49
H9 -0.26 1.74 0.81
H10 -2.71 -0.04 0.26
H11 -2.10 -1.63 1.73
H12 -0.65 -1.64 0.68
H13 0.14 -1.52 3.22
H14 -0.76 -0.08 3.34
H15 2.01 0.03 2.87
H16 1.19 0.33 1.26
H17 -0.24 1.89 2.82
H18 3.16 1.64 1.79
H19 1.80 4.60 2.79
H20 0.80 3.91 4.12
H21 -3.88 1.05 3.32
N1 -1.46 0.26 -2.83
N2 0.23 -2.03 -4.61
N3 1.46 -3.84 -4.25
N4 -0.91 1.14 0.20
N5 0.72 1.55 3.01
N6 2.72 2.50 2.16
N7 1.12 3.88 3.13
O1 0.84 1.64 -1.21
O2 -2.23 2.28 2.26
O3 -3.49 0.38 2.68

- LUMO level (eV) = 0.358
- DFT total energy (eV) = -29356.6246
- orbital gap (eV) = 8.7
- HOMO energy (eV) = -8.33
- ΔE to the lowest compared entry with this formula, charge and spin (kJ/mol) = 313.6
- SMILES = [H]/N=C(/N)NCCC[C@H](NC(=O)[C@@H](N)Cc1c[nH]cn1)C(=O)O


Entry 3:
The following is a quantum chemistry calculation of C41H48F3MnN7PSSe as an isolated structure, from OMol25.

Cartesian coordinates (Å):
Mn1 -0.27 -0.63 0.02
F1 3.55 3.62 -3.42
C1 2.97 3.26 -2.27
F2 3.92 3.23 -1.33
F3 2.09 4.21 -1.95
C2 2.28 1.91 -2.42
C3 2.36 1.24 -3.61
C4 1.73 0.01 -3.76
C5 1.01 -0.47 -2.70
N1 0.92 0.17 -1.50
C6 1.57 1.33 -1.35
S1 1.58 2.11 0.20
H1 2.92 1.67 -4.43
H2 1.77 -0.55 -4.68
H3 0.48 -1.40 -2.79
C7 1.37 5.35 4.02
C8 0.94 5.55 2.57
C9 0.18 4.32 2.02
C10 0.61 3.04 2.78
C11 2.13 3.12 3.06
C12 2.36 4.18 4.15
P1 -0.04 1.45 2.12
C13 0.29 0.18 3.42
C14 0.24 0.64 4.91
C15 1.60 0.54 5.60
C16 2.11 -0.90 5.58
C17 1.84 -1.61 4.24
C18 1.57 -0.61 3.12
C19 -1.86 1.67 2.05
C20 -2.50 2.45 3.23
C21 -3.77 3.20 2.80
C22 -4.57 2.33 1.83
C23 -3.83 2.26 0.50
C24 -2.30 2.18 0.67
H4 0.48 5.17 4.63
H5 1.81 6.26 4.41
H6 1.82 5.74 1.95
H7 0.30 6.43 2.48
H8 0.38 4.21 0.96
H9 -0.90 4.47 2.13
H10 0.13 3.05 3.75
H11 2.65 3.42 2.16
H12 2.56 2.16 3.36
H13 3.38 4.54 4.08
H14 2.26 3.72 5.14
H15 -0.55 -0.49 3.27
H16 -0.46 -0.02 5.43
H17 -0.18 1.64 5.03
H18 1.52 0.89 6.63
H19 2.31 1.20 5.11
H20 1.62 -1.47 6.38
H21 3.18 -0.92 5.81
H22 0.97 -2.27 4.34
H23 2.68 -2.25 3.97
H24 1.48 -1.11 2.15
H25 2.43 0.06 3.01
H26 -2.20 0.64 2.16
H27 -1.81 3.15 3.70
H28 -2.77 1.73 4.01
H29 -3.51 4.14 2.31
H30 -4.36 3.46 3.69
H31 -5.57 2.72 1.68
H32 -4.68 1.33 2.27
H33 -4.06 3.15 -0.09
H34 -4.20 1.41 -0.10
H35 -1.84 3.15 0.48
H36 -1.87 1.53 -0.11
Se1 1.28 -4.39 -0.44
N2 0.10 -5.15 -1.50
C25 -0.80 -4.24 -1.82
C26 -1.94 -4.40 -2.67
C27 -2.72 -3.31 -2.86
C28 -2.41 -2.05 -2.24
N3 -1.38 -1.86 -1.46
C29 -0.58 -2.95 -1.25
N4 0.48 -2.79 -0.48
H37 -2.15 -5.35 -3.13
H38 -3.60 -3.36 -3.50
H39 -3.06 -1.20 -2.41
N5 -5.62 -3.65 3.79
C30 -6.07 -4.54 4.75
C31 -7.35 -4.88 5.19
C32 -7.42 -5.82 6.18
C33 -6.27 -6.43 6.72
C34 -5.01 -6.09 6.29
C35 -4.91 -5.13 5.27
N6 -3.79 -4.61 4.65
C36 -4.25 -3.75 3.79
C37 -3.36 -2.98 2.92
C38 -3.81 -2.05 1.98
C39 -2.89 -1.37 1.21
N7 -1.56 -1.55 1.30
C40 -1.14 -2.47 2.19
C41 -1.99 -3.19 3.00
H40 -6.19 -3.08 3.21
H41 -8.24 -4.42 4.77
H42 -8.39 -6.12 6.55
H43 -6.38 -7.17 7.50
H44 -4.12 -6.55 6.70
H45 -4.86 -1.83 1.84
H46 -3.23 -0.65 0.48
H47 -0.07 -2.62 2.26
H48 -1.60 -3.92 3.70

- LUMO level (spin up / spin down) (eV) = -6.984 / -7.008
- DFT total energy (eV) = -178656.9953
- orbital gap (spin up / spin down) (eV) = 5.6 / 5.6
- multiplicity = 5
- HOMO energy (spin up / spin down) (eV) = -12.56 / -12.57
- charge = +2
- <S²> = 6.1116


Entry 4:
The following is a quantum chemistry calculation of a 2-piece molecular cluster, C4H8ClOP overall, from OMol25.

Cartesian coordinates (Å):
C1 -1.30 0.12 0.67
C2 0.13 0.35 0.20
C3 0.59 1.61 0.04
C4 0.81 -0.84 -0.19
O1 0.88 0.71 -3.70
P1 0.17 1.79 -2.97
Cl1 1.54 3.31 -2.86
H1 -2.01 0.98 0.70
H2 -1.29 -0.32 1.69
H3 1.50 1.80 -0.40
H4 -0.06 2.51 0.18
H5 -1.80 -0.55 0.01
H6 1.31 -0.76 -1.25
H7 0.03 -1.62 -0.20
H8 1.51 -1.11 0.56

- LUMO level (eV) = -0.739
- DFT total energy (eV) = -28136.2809
- orbital gap (eV) = 8.7
- HOMO energy (eV) = -9.49
- ΔE to the lowest compared entry with this formula, charge and spin (kJ/mol) = 119.8
- SMILES = C=C(C)C.O=PCl


Entry 5:
The following is a quantum chemistry calculation of C12H24F10Li5N5O26S13 as an isolated structure, from OMol25.

Cartesian coordinates (Å):
Li1 12.79 -17.78 7.31
Li2 7.86 -17.26 8.35
Li3 11.02 -11.67 7.39
Li4 7.13 -15.06 8.95
Li5 9.32 -17.74 3.31
N1 8.47 -15.67 7.53
S1 10.15 -15.29 7.59
O1 10.54 -13.85 7.36
O2 11.15 -16.35 7.52
F1 10.00 -15.34 9.20
S2 8.34 -15.25 6.08
O3 8.97 -16.18 5.12
O4 8.16 -13.83 5.68
F2 6.83 -15.80 5.96
N2 12.93 -11.40 7.69
S3 13.79 -12.72 7.86
O5 13.32 -13.70 8.79
O6 15.19 -12.81 7.47
F3 13.22 -13.38 6.52
S4 13.97 -10.51 8.70
O7 15.10 -9.99 8.01
O8 14.06 -11.04 10.04
F4 12.94 -9.27 8.82
N3 14.68 -18.15 7.80
S5 15.94 -18.28 6.91
O9 17.26 -18.16 7.55
O10 15.79 -17.87 5.53
F5 15.86 -19.83 6.70
S6 15.13 -16.63 8.32
O11 15.24 -15.65 7.28
O12 16.00 -16.57 9.47
F6 13.65 -16.33 8.94
N4 10.51 -10.50 6.02
S7 9.86 -10.79 4.70
O13 10.43 -10.15 3.51
O14 8.50 -11.25 4.71
F7 10.51 -12.26 4.56
S8 9.64 -9.05 6.25
O15 8.50 -9.07 7.14
O16 9.57 -8.04 5.19
F8 10.81 -8.56 7.30
N5 12.26 -16.15 2.74
S9 11.87 -14.92 3.50
O17 12.83 -13.82 3.29
O18 11.21 -15.01 4.77
F9 10.70 -14.47 2.46
S10 13.43 -16.54 3.99
O19 12.95 -16.91 5.32
O20 14.75 -15.96 3.85
F10 13.69 -17.99 3.30
C1 9.58 -12.43 12.61
C2 9.08 -10.99 12.35
C3 8.11 -11.15 11.12
S11 9.06 -12.30 9.95
O21 9.91 -11.50 9.05
O22 8.09 -13.29 9.46
C4 10.12 -12.97 11.27
H1 8.75 -13.02 13.00
H2 10.35 -12.50 13.38
H3 9.92 -10.41 11.97
H4 8.66 -10.46 13.21
H5 7.72 -10.30 10.56
H6 7.29 -11.70 11.59
H7 11.06 -12.46 11.06
H8 10.26 -14.05 11.22
C5 7.35 -14.33 0.17
C6 7.01 -13.22 1.16
C7 7.12 -13.94 2.53
S12 6.81 -15.79 2.29
O23 5.53 -16.17 2.93
O24 8.00 -16.57 2.63
C8 6.65 -15.59 0.49
H9 8.37 -14.69 0.20
H10 7.05 -14.07 -0.84
H11 6.00 -12.91 0.89
H12 7.59 -12.30 1.27
H13 6.44 -13.64 3.33
H14 8.09 -13.88 3.03
H15 5.58 -15.39 0.43
H16 6.97 -16.55 0.08
C9 4.84 -20.34 5.17
C10 5.83 -21.53 5.14
C11 7.18 -21.14 5.75
S13 7.29 -19.28 5.57
O25 8.15 -18.92 4.49
O26 7.34 -18.70 6.90
C12 5.58 -19.05 4.73
H17 4.46 -20.24 6.19
H18 3.92 -20.47 4.61
H19 5.97 -22.00 4.17
H20 5.34 -22.27 5.78
H21 8.01 -21.44 5.11
H22 7.24 -21.45 6.80
H23 5.85 -19.04 3.67
H24 5.38 -18.10 5.24

- LUMO level (eV) = -4.438
- DFT total energy (eV) = -242568.3677
- orbital gap (eV) = 4.4
- HOMO energy (eV) = -8.82


Entry 6:
The following is a quantum chemistry calculation of an isolated ion of composition C8H11N4 and charge +1, from OMol25.

Cartesian coordinates (Å):
C1 -0.70 2.26 -0.87
C2 0.05 -0.27 0.37
C3 0.57 1.74 -0.99
C4 0.96 0.50 -0.34
C5 -1.18 0.33 0.50
C6 -2.54 -1.34 1.52
C7 0.47 -1.66 0.97
C8 -0.74 -2.68 0.68
N1 -1.98 -2.30 1.22
N2 -1.45 1.58 0.04
N3 1.57 2.38 -1.70
N4 2.22 -0.01 -0.54
H1 -1.08 3.09 -1.32
H2 -3.50 -1.01 1.89
H3 1.31 -1.92 0.42
H4 0.69 -1.51 1.94
H5 -1.05 -2.76 -0.40
H6 -0.65 -3.65 1.16
H7 -2.29 2.08 0.27
H8 1.59 3.21 -2.25
H9 2.41 1.91 -2.01
H10 2.43 -0.70 0.14
H11 2.87 0.71 -0.70

- LUMO level (spin up / spin down) (eV) = -3.638 / -6.300
- DFT total energy (eV) = -14421.3935
- orbital gap (spin up / spin down) (eV) = 4.9 / 4.9
- multiplicity = 3
- HOMO energy (spin up / spin down) (eV) = -8.56 / -11.22
- charge = +1
- ΔE to the lowest compared entry with this formula, charge and spin (kJ/mol) = 285.4
- <S²> = 2.0431


no.,F_max (hartree/bohr)
1,0.058
2,0.079
3,0.013
4,0.086
5,0.235
6,0.114